<P>
Density functional theory data (ωB97M-V with the def2-TZVPD basis set) for one molecule with the formula C3H6N4O.

Orbital gap = 10.125 eV
E_LUMO = 0.017 Ha
SMILES = [H]/N=c1\[nH]n(C)/c(=N\[H])o1

Geometry as XYZ:
```
14
Properties=species:S:1:pos:R:3:mulliken_charge:R:1
H -3.31113 0.47816 -1.23071 0.22
N -2.82570 -0.39097 -1.26364 -0.64
C -1.65065 -0.35494 -0.57801 0.50
N -0.91868 0.56734 0.10492 -0.32
N 0.54515 0.10521 -0.12998 -0.02
C 1.43687 1.00182 0.83042 -0.73
C 0.39667 -1.30818 -0.20483 0.50
N 1.27671 -2.18974 -0.20879 -0.63
H 2.13031 -1.64165 0.15231 0.24
O -0.92502 -1.58316 -0.52301 -0.32
H -0.93088 1.29972 -0.54574 0.31
H 1.40024 2.19272 0.86069 0.26
H 2.54384 0.77585 0.94376 0.29
H 0.83226 1.04781 1.79261 0.33
```


<Q>
Density functional theory data (ωB97M-V with the def2-TZVPD basis set) for one molecule with the formula C3H6N4O.

Orbital gap = 8.601 eV
E_LUMO = 0.024 Ha

Geometry as XYZ:
```
14
Properties=species:S:1:pos:R:3:mulliken_charge:R:1
C -2.07585 0.80646 -0.26502 0.17
C 0.70462 -1.19824 0.37386 0.09
C 2.36267 0.43752 -0.48018 -0.82
N -1.02157 1.05601 0.32967 0.14
N 0.21009 1.17822 0.34166 -0.66
N 1.01530 0.03887 -0.08045 0.35
N -3.13805 0.05320 -0.10251 -0.27
O -0.40861 -1.55691 0.64076 -0.52
H 1.54584 -1.93877 0.64436 0.21
H 2.35963 0.83324 -1.45141 0.26
H 2.59681 1.10441 0.28372 0.35
H 2.95261 -0.48468 -0.29220 0.29
H -3.91192 -0.01718 -0.73271 0.22
H -3.19155 -0.31215 0.79046 0.20
```


Computed energies relative to the best structure, in hartree: <P> 0.0000; <Q> 0.0254


<P>
Density functional theory data (ωB97M-V with the def2-TZVPD basis set) for a 2-piece molecular cluster, C3H6N4O overall.

Orbital gap = 8.276 eV
E_LUMO = -0.018 Ha

Geometry as XYZ:
```
14
Properties=species:S:1:pos:R:3:mulliken_charge:R:1
C 0.56662 -1.08307 -0.05730 -0.38
C 1.44669 -0.03158 -0.01527 0.21
C -0.67257 0.73816 0.21881 0.39
H -1.64629 -1.41289 -1.06749 0.32
H -2.82024 -1.62374 0.24330 0.23
H 0.89782 -2.18320 0.03659 0.29
H 2.81677 -1.01092 -0.73140 0.37
H 0.88261 1.72476 -0.95709 0.36
H -2.40116 0.50621 -0.47610 0.55
N -2.19662 -0.98646 -0.24564 -0.59
N -0.78612 -0.70488 0.69939 -0.15
N 0.70592 1.21666 0.53898 -0.49
N -1.68989 1.50836 -0.40796 -0.68
O 2.74913 -0.12212 -0.25233 -0.44
```


<Q>
Density functional theory data (ωB97M-V with the def2-TZVPD basis set) for one molecule with the formula C3H6N4O.

Orbital gap = 8.943 eV
E_LUMO = 0.003 Ha
SMILES = Nn1ccc(=O)n1N

Geometry as XYZ:
```
14
Properties=species:S:1:pos:R:3:mulliken_charge:R:1
N 1.72185 -0.56872 1.33448 -0.69
N 1.02903 -0.56887 0.20165 0.24
C 1.28574 0.21545 -0.87761 -0.32
C 0.20222 0.79742 -1.41486 -0.45
C -0.92355 0.43338 -0.81956 0.55
O -2.00599 1.05116 -1.11249 -0.65
N -0.44097 -0.08759 0.33350 0.08
N -1.01828 -0.93513 1.49307 -0.60
H 1.83266 0.26247 2.01438 0.27
H 1.32866 -1.34609 2.04911 0.31
H 2.19500 0.18708 -1.43144 0.43
H 0.22684 1.43895 -2.34268 0.33
H -0.54875 -0.60681 2.43127 0.27
H -1.41436 -1.90008 1.31251 0.23
```


<R>
Density functional theory data (ωB97M-V with the def2-TZVPD basis set) for one molecule with the formula C3H6N4O.

Orbital gap = 8.838 eV
E_LUMO = 0.029 Ha
SMILES = [H]/N=C1/COC(N)=NN1

Geometry as XYZ:
```
14
Properties=species:S:1:pos:R:3:mulliken_charge:R:1
H 3.18132 -0.97506 0.02199 0.24
N 2.75801 -0.06538 0.14177 -0.65
C 1.56344 -0.03391 -0.21051 0.51
C 0.61435 1.26604 -0.06360 -0.28
O -0.74121 1.00047 -0.26560 -0.42
C -1.33883 -0.20941 -0.04458 0.59
N -2.66802 -0.11507 -0.00161 -0.44
N -0.64907 -1.29326 -0.07243 -0.67
N 0.72152 -1.16717 -0.30883 -0.12
H 0.80337 2.03745 -0.83638 0.24
H 0.89473 1.73762 0.88500 0.25
H -2.95325 0.72844 0.47741 0.23
H -3.29019 -0.98078 0.07848 0.26
H 1.10384 -1.92998 0.19892 0.24
```


<S>
Density functional theory data (ωB97M-V with the def2-TZVPD basis set) for one molecule with the formula C3H6N4O.

Orbital gap = 9.991 eV
E_LUMO = 0.019 Ha
SMILES = [H]/N=C/NC(=O)NN=C

Geometry as XYZ:
```
14
Properties=species:S:1:pos:R:3:mulliken_charge:R:1
H 1.47996 2.69939 -1.09146 0.29
N 1.16809 1.51967 -0.84277 -0.68
C 0.82862 0.68166 -1.73428 0.17
N 0.22044 -0.62053 -1.76106 -0.35
C -0.88351 -0.72200 -0.53694 0.37
O -1.95126 -1.28941 -0.94761 -0.55
N -0.28880 -0.41334 0.65748 0.25
N -0.90575 -0.92533 1.73393 -0.70
C -0.52120 -0.49946 2.88968 -0.30
H 1.13443 1.13324 -2.79987 0.24
H -0.16709 -0.97817 -2.71905 0.34
H 0.54199 0.36781 0.58866 0.40
H -0.85737 -1.31102 3.59462 0.27
H 0.20144 0.35749 2.96865 0.25
```


Computed energies relative to the best structure, in hartree: <P> 0.2516; <Q> 0.1518; <R> 0.0000; <S> 0.0905


<P>
Density functional theory data (ωB97M-V with the def2-TZVPD basis set) for one molecule with the formula C3H6N4O.

Orbital gap = 8.809 eV
E_LUMO = 0.016 Ha
SMILES = OCC1=NN=CNN1

Geometry as XYZ:
```
14
Properties=species:S:1:pos:R:3:mulliken_charge:R:1
O -2.39281 -0.05856 -0.38539 -0.55
C -1.41501 1.03055 -0.51130 -0.16
C -0.15911 0.24973 -0.35197 0.24
N 0.76217 0.91816 -0.93080 -0.24
N 2.06897 0.53620 -0.61732 -0.51
C 2.31133 -0.44363 0.24553 0.02
N 1.24459 -1.41706 0.46161 -0.43
N 0.04916 -0.64924 0.67673 -0.22
H -3.18837 0.31668 0.01438 0.31
H -1.58798 1.86673 0.16056 0.30
H -1.47923 1.32832 -1.54713 0.24
H 3.26481 -0.78219 0.53748 0.40
H 1.19657 -1.64255 1.44323 0.29
H -0.67509 -1.25315 0.80437 0.31
```


<Q>
Density functional theory data (ωB97M-V with the def2-TZVPD basis set) for one molecule with the formula C3H6N4O.

Orbital gap = 9.745 eV
E_LUMO = 0.018 Ha
SMILES = [H]/N=c1/ncn(OC)[nH]1

Geometry as XYZ:
```
14
Properties=species:S:1:pos:R:3:mulliken_charge:R:1
H 1.90972 0.47030 -2.58591 0.25
N 1.10113 -0.23146 -2.60651 -0.67
C 0.34519 -0.20700 -1.57391 0.59
N -0.70254 -1.20569 -1.30466 -0.54
C -1.31910 -0.68098 -0.26030 0.03
N -0.93893 0.57021 0.06066 0.12
O -0.77902 0.68603 1.45247 -0.32
C 0.37938 -0.12391 1.98694 -0.59
N 0.28302 0.82959 -0.67276 -0.41
H -2.20376 -1.09518 0.27889 0.39
H 0.09170 -1.12889 1.92384 0.31
H 1.32585 0.10134 1.43055 0.24
H 0.40779 0.23390 2.98374 0.30
H 0.09956 1.78174 -1.11304 0.31
```


<R>
Density functional theory data (ωB97M-V with the def2-TZVPD basis set) for C3H6N4O as an isolated structure.

Orbital gap = 8.889 eV
E_LUMO = 0.007 Ha

Geometry as XYZ:
```
14
Properties=species:S:1:pos:R:3:mulliken_charge:R:1
C -0.01048 1.08102 -0.38028 0.52
C 0.97046 0.14277 -0.91326 -0.72
C 0.43000 -1.23382 -0.50043 0.39
H 0.82824 2.48219 -1.76040 0.30
H -0.04283 3.32298 0.03391 0.34
H 2.11059 0.17222 -1.37583 0.23
H -1.02534 -2.46795 1.47957 0.23
H 0.34461 -2.10231 1.98034 0.23
H -2.07812 0.53418 0.17623 0.34
N -0.01846 2.40077 -0.92608 -0.58
N -0.59992 -0.87452 0.61942 0.50
N -0.52470 -1.65120 1.64520 -0.81
N -1.00386 0.58397 0.70558 -0.44
O 0.61982 -2.39031 -0.78397 -0.55
```


Computed energies relative to the best structure, in hartree: <P> 0.0162; <Q> 0.0000; <R> 0.0987


<P>
Density functional theory data (ωB97M-V with the def2-TZVPD basis set) for one molecule with the formula C20H23N3O3S.

Orbital gap = 8.154 eV
E_LUMO = 0.017 Ha
SMILES = C=Cc1cc(CN)c2c(c1CCCN)Sc1c(ccc(CC(=O)O)c1O)N2

Geometry as XYZ:
```
50
Properties=species:S:1:pos:R:3:mulliken_charge:R:1
C 1.44733 -2.65084 3.97323 -0.77
C 1.93636 -2.52897 2.72789 -0.62
C 0.96980 -2.18568 1.62846 0.79
C -0.28771 -2.76577 1.55748 -1.10
C -1.14479 -2.38944 0.56736 0.93
C -2.56394 -2.99669 0.50772 -1.16
N -2.69251 -4.13582 1.41522 -0.49
C -0.79982 -1.44787 -0.39256 -0.44
C 0.45556 -0.89100 -0.29588 1.27
C 1.36175 -1.24247 0.69946 -0.42
C 2.71102 -0.55607 0.72475 -1.67
C 3.72140 -1.30605 -0.22523 -0.63
C 4.30595 -0.37741 -1.31241 -0.54
N 5.05552 0.76418 -0.74867 -0.65
S 0.82571 0.35094 -1.53981 -0.35
C -0.75445 1.17930 -1.58223 0.91
C -1.85208 0.35022 -1.53055 0.09
C -3.11396 0.90777 -1.57385 -0.88
C -3.25495 2.27433 -1.62496 -1.05
C -2.15967 3.09817 -1.63411 0.53
C -2.29380 4.62025 -1.64247 -0.77
C -1.96312 5.08312 -0.21259 0.59
O -0.84010 5.09180 0.24953 -0.53
O -3.01799 5.46187 0.59100 -0.49
C -0.88267 2.55316 -1.63555 0.18
O 0.27414 3.30178 -1.68643 -0.57
N -1.67039 -1.05090 -1.43608 -0.32
H 1.96192 -2.28144 4.85632 0.25
H 0.45618 -3.09531 4.05102 0.23
H 2.99649 -2.65232 2.51407 0.40
H -0.59182 -3.49549 2.29463 0.62
H -3.22925 -2.19352 0.86210 0.40
H -2.87460 -3.21770 -0.52290 0.33
H -3.55154 -4.07162 1.94047 0.21
H -2.61660 -5.02142 0.93657 0.21
H 3.10843 -0.48249 1.74045 0.66
H 2.64217 0.46998 0.34774 0.63
H 3.17919 -2.09974 -0.74954 0.40
H 4.52765 -1.69873 0.40650 0.40
H 5.01964 -1.00077 -1.86946 0.33
H 3.52279 -0.02152 -1.98535 0.23
H 4.52522 1.62340 -0.80800 0.29
H 5.22032 0.54380 0.22692 0.27
H -3.95088 0.21261 -1.55479 0.36
H -4.26172 2.68142 -1.65544 0.35
H -1.56186 5.10195 -2.29051 0.30
H -3.32549 4.93399 -1.81792 0.38
H -2.75571 5.15394 1.46994 0.36
H 0.37644 3.56199 -2.61162 0.34
H -2.58953 -1.46294 -1.34994 0.22
```


<Q>
Density functional theory data (ωB97M-V with the def2-TZVPD basis set) for one molecule with the formula C20H23N3O3S.

Orbital gap = 8.382 eV
E_LUMO = 0.017 Ha
SMILES = COCCn1c(SCC(=O)c2cc(C)n(C)c2C)nc2ccccc2c1=O

Geometry as XYZ:
```
50
Properties=species:S:1:pos:R:3:mulliken_charge:R:1
C 0.15652 3.32618 1.27309 -0.93
O -0.51446 2.13177 0.92319 -0.02
C -0.85518 1.30479 2.00338 0.34
C 0.33492 0.64028 2.72101 -1.94
N 1.12813 -0.16923 1.81809 0.29
C 0.73273 -1.41544 1.43411 0.47
S -0.72519 -2.06429 2.18377 -0.23
C -1.30353 -3.22252 0.89755 -0.61
C -2.46240 -2.52693 0.18726 0.27
O -3.60489 -2.89365 0.38113 -0.64
C -2.08541 -1.36764 -0.59336 0.53
C -0.83307 -1.10362 -1.21535 -0.41
C -0.87512 0.16799 -1.70422 0.17
C 0.18612 0.95174 -2.38701 -1.71
N -2.10892 0.69691 -1.41575 0.28
C -2.49543 2.04845 -1.70514 -1.04
C -2.85689 -0.21955 -0.75698 0.32
C -4.22946 0.05137 -0.26054 -1.99
N 1.35478 -2.16404 0.59825 -0.44
C 2.47474 -1.67877 -0.01414 0.25
C 3.13080 -2.46151 -0.97075 -0.45
C 4.25638 -1.97558 -1.59442 -0.42
C 4.75417 -0.70971 -1.28447 -0.63
C 4.12133 0.07009 -0.34364 -0.71
C 2.97671 -0.40475 0.29956 0.31
C 2.29493 0.40570 1.29669 0.70
O 2.67173 1.49517 1.68454 -0.73
H -0.37016 3.84754 2.08056 0.38
H 0.15487 3.94944 0.37992 0.24
H 1.19096 3.13628 1.57159 0.28
H -1.50177 0.53342 1.57733 -0.26
H -1.42264 1.87128 2.75782 0.43
H -0.04446 0.01903 3.53437 0.51
H 1.00572 1.40236 3.12519 0.55
H -0.44607 -3.42778 0.26187 0.40
H -1.65303 -4.12069 1.40413 0.51
H -0.02082 -1.79125 -1.33229 0.96
H -0.13019 1.28092 -3.37744 0.42
H 1.07601 0.33685 -2.49435 0.34
H 0.44102 1.83106 -1.79543 0.23
H -2.03605 2.72807 -0.98370 0.21
H -2.16719 2.32415 -2.70746 0.36
H -3.57733 2.14451 -1.64979 0.43
H -4.91655 0.22138 -1.09019 0.42
H -4.57920 -0.81529 0.29336 0.38
H -4.24831 0.92665 0.38976 0.38
H 2.73560 -3.43868 -1.20026 0.50
H 4.76142 -2.57959 -2.33392 0.41
H 5.63853 -0.34503 -1.78456 0.42
H 4.48561 1.05213 -0.08234 0.48
```


Computed energies relative to the best structure, in hartree: <P> 0.0811; <Q> 0.0000


<P>
Density functional theory data (ωB97M-V with the def2-TZVPD basis set) for a 2-piece molecular cluster, C3H8OS overall.

Orbital gap = 9.973 eV
E_LUMO = 0.031 Ha
SMILES = C=CO.CS

Geometry as XYZ:
```
13
Properties=species:S:1:pos:R:3:mulliken_charge:R:1
C 0.59598 -2.51396 0.33810 -0.68
C 1.91446 -2.66174 0.25859 0.15
O 2.81240 -1.65583 0.57005 -0.46
H -0.12327 -3.05275 -0.25870 0.25
H 0.20860 -1.63821 0.85937 0.15
H 2.38060 -3.60098 -0.02079 0.30
H 2.39825 -1.22870 1.32642 0.29
C -1.00327 2.99496 -0.71403 -0.66
S -2.01296 1.57681 -0.11682 -0.21
H -1.41245 3.77442 -0.06946 0.22
H -1.19091 3.22689 -1.75189 0.28
H 0.02271 2.82401 -0.40591 0.26
H -1.67429 0.62111 -1.00255 0.11
```


<Q>
Density functional theory data (ωB97M-V with the def2-TZVPD basis set) for one molecule with the formula C3H8OS.

Orbital gap = 9.822 eV
E_LUMO = 0.031 Ha
SMILES = OCCCS

Geometry as XYZ:
```
13
Properties=species:S:1:pos:R:3:mulliken_charge:R:1
O -2.25863 -0.61603 -0.39761 -0.49
C -1.03050 -0.68519 0.20557 -0.23
C -0.17576 0.51360 -0.41860 -0.93
C 1.24944 0.62118 0.24549 -0.53
S 2.36301 -0.58312 -0.39227 -0.25
H -2.31865 0.32852 -0.57938 0.31
H -1.00208 -0.49151 1.31187 0.24
H -0.68463 -1.81050 -0.05497 0.21
H -0.75791 1.41113 -0.14135 0.40
H -0.40961 0.80688 -1.45821 0.56
H 1.38443 1.61145 -0.17724 0.28
H 1.06775 0.45326 1.35767 0.31
H 2.57314 -1.55968 0.49901 0.12
```


<R>
Density functional theory data (ωB97M-V with the def2-TZVPD basis set) for one molecule with the formula C3H8OS.

Orbital gap = 10.064 eV
E_LUMO = 0.032 Ha
SMILES = C[C@H](O)CS

Geometry as XYZ:
```
13
Properties=species:S:1:pos:R:3:mulliken_charge:R:1
C -1.63224 -0.89141 -0.44859 -1.02
C -0.97348 0.07573 0.45403 0.13
O -0.93097 1.35826 -0.13653 -0.52
C 0.42688 -0.29152 0.94922 -0.62
S 1.58611 -0.15416 -0.35483 -0.24
H -1.39065 -1.97039 -0.23447 0.30
H -1.37307 -0.55916 -1.56752 0.22
H -2.72800 -0.92571 -0.39518 0.30
H -1.58134 0.30636 1.32144 0.31
H -0.60054 1.22492 -1.03800 0.35
H 0.79505 0.38396 1.75729 0.32
H 0.37250 -1.35174 1.29041 0.36
H 1.64914 1.13542 -0.09250 0.12
```


Computed energies relative to the best structure, in hartree: <P> 0.0332; <Q> 0.0537; <R> 0.0000